Here is a molecular structure, C49H53B2Cl3N13O3RuSSe at a distorted geometry from the Open Molecules 2025 dataset. Energies are from ωB97M-V/def2-TZVPD.

Output
Frontier orbital gap (alpha / beta)   7.54 / 6.08 eV
HOMO level (alpha / beta)   -7.2247 / -7.2390 eV
Electronic energy   -194874.6294 eV
Multiplicity   2
Total charge   0
F_max   2.4 eV/Å
Energy relative to the best compared isomer or geometry (same formula, charge and spin)   16.2 kcal per mole

Last column: Löwdin spin population.
Geometry (Å):
Ru: 0.16 1.30 0.47  0.21
C: 3.55 3.72 1.30  0.00
C: 2.30 4.47 1.76  0.00
C: 1.54 5.07 0.57  0.00
C: 1.43 3.59 2.62  0.00
C: 1.29 3.82 3.99  0.00
C: 0.46 2.83 4.44  0.00
N: 0.13 2.05 3.40  0.00
N: 0.73 2.50 2.26  0.01
B: -0.82 0.87 3.48  0.00
N: -0.11 -0.41 3.00  0.00
C: -0.05 -1.54 3.73  0.00
C: 0.67 -2.47 3.02  0.00
C: 1.02 -1.83 1.82  0.00
N: 0.53 -0.57 1.82  0.00
C: 1.91 -2.43 0.76  0.00
C: 2.58 -3.70 1.28  0.00
C: 1.21 -2.73 -0.57  0.00
N: -2.06 1.14 2.67  0.00
C: -3.31 1.35 3.11  0.00
C: -4.11 1.57 2.01  0.00
C: -3.25 1.48 0.90  0.00
N: -2.01 1.21 1.32  0.01
C: -3.65 1.65 -0.54  0.00
C: -4.68 0.59 -0.93  0.00
C: -4.23 3.04 -0.78  0.00
H: 4.29 4.42 0.89  0.00
H: 3.29 2.98 0.54  0.00
H: 4.02 3.20 2.14  0.00
H: 2.61 5.29 2.41  0.00
H: 1.43 4.34 -0.22  0.00
H: 2.06 5.95 0.18  0.00
H: 0.54 5.39 0.87  0.00
H: 1.74 4.61 4.56  0.00
H: 0.07 2.62 5.42  0.00
H: -1.14 0.71 4.63  0.00
H: -0.50 -1.58 4.71  0.00
H: 0.92 -3.47 3.33  0.00
H: 2.70 -1.71 0.55  0.00
H: 1.85 -4.50 1.43  0.00
H: 3.11 -3.52 2.22  0.00
H: 3.31 -4.06 0.55  0.00
H: 0.25 -3.23 -0.43  0.00
H: 1.85 -3.38 -1.18  0.00
H: 1.04 -1.82 -1.13  0.00
H: -3.54 1.32 4.16  0.00
H: -5.17 1.78 2.01  0.00
H: -2.75 1.53 -1.14  0.00
H: -5.60 0.73 -0.36  0.00
H: -4.32 -0.42 -0.73  0.00
H: -4.93 0.68 -1.99  0.00
H: -5.19 3.15 -0.26  0.00
H: -4.41 3.20 -1.85  0.00
H: -3.57 3.83 -0.43  0.00
Cl: 0.83 -7.11 1.32  0.00
C: -0.35 -6.00 0.69  0.00
C: -0.83 -4.99 1.50  0.00
C: -1.79 -4.14 0.98  0.00
C: -2.29 -4.27 -0.31  0.00
C: -3.43 -3.36 -0.72  0.00
C: -3.20 -2.48 -1.95  0.00
N: -2.03 -1.62 -1.81  0.00
C: -1.19 -1.27 -2.84  0.00
C: -0.33 -0.36 -2.34  0.01
N: -0.62 -0.14 -1.01  0.01
C: -1.66 -0.90 -0.73  0.00
O: -4.60 -4.12 -0.98  0.00
C: -5.65 -3.82 -0.06  0.00
C: -5.27 -4.25 1.33  0.00
C: -4.91 -3.42 2.35  0.00
Cl: -4.87 -1.71 2.34  0.00
S: -4.43 -4.28 3.76  0.00
C: -4.69 -5.78 2.98  0.00
C: -5.13 -5.62 1.71  0.00
C: -1.76 -5.29 -1.10  0.00
Cl: -2.31 -5.58 -2.73  0.00
C: -0.79 -6.15 -0.61  0.00
H: -0.49 -4.88 2.52  0.00
H: -2.18 -3.35 1.62  0.00
H: -3.61 -2.71 0.14  0.00
H: -4.10 -1.89 -2.09  0.00
H: -3.07 -3.10 -2.83  0.00
H: -1.29 -1.70 -3.83  0.00
H: 0.48 0.14 -2.83  0.00
H: -2.12 -0.97 0.24  0.00
H: -6.51 -4.38 -0.41  0.00
H: -5.89 -2.75 -0.09  0.00
H: -4.50 -6.70 3.52  0.00
H: -5.34 -6.44 1.03  0.00
H: -0.40 -6.94 -1.24  0.00
O: 3.41 0.58 0.19  0.03
B: 3.06 0.72 -1.15  0.05
O: 3.87 -0.10 -1.94  0.00
C: 4.74 -0.72 -1.07  0.00
C: 5.72 -1.65 -1.34  0.00
C: 6.47 -2.10 -0.26  0.00
C: 6.23 -1.63 1.03  0.00
C: 5.22 -0.71 1.29  0.00
C: 4.47 -0.29 0.22  0.00
H: 5.89 -1.98 -2.36  0.00
H: 7.26 -2.83 -0.42  0.00
H: 6.85 -1.99 1.85  0.00
H: 5.02 -0.34 2.29  0.00
C: 4.24 4.99 -2.06  0.00
N: 3.91 4.25 -3.27  0.03
C: 3.93 4.77 -4.56  0.01
C: 3.53 3.78 -5.38  0.01
N: 3.27 2.68 -4.58  0.03
C: 2.76 1.40 -5.05  0.00
C: 3.51 2.96 -3.28  0.25
Se: 1.76 2.02 -1.77  0.32
H: 4.97 5.76 -2.30  0.00
H: 4.65 4.30 -1.34  0.00
H: 3.34 5.44 -1.65  0.00
H: 4.24 5.78 -4.77  0.00
H: 3.41 3.77 -6.45  0.00
H: 3.11 1.22 -6.06  0.00
H: 1.67 1.41 -5.04  0.00
H: 3.12 0.62 -4.39  0.00
N: -0.78 2.95 -0.36  0.00
C: -0.98 3.93 -0.95  0.00
C: -1.22 5.09 -1.67  0.00
C: -0.92 5.12 -3.06  0.00
N: -0.66 5.14 -4.19  0.00
C: -1.76 6.23 -1.01  0.00
N: -2.20 7.16 -0.47  0.00

Here is 2 unconnected molecules or ions with the total composition C2H8N2 at a distorted geometry from the Open Molecules 2025 dataset. Energies are from ωB97M-V/def2-TZVPD.

Output
Frontier orbital gap (alpha / beta)   5.94 / 2.30 eV
HOMO level (alpha / beta)   -11.4956 / -11.4956 eV
Electronic energy   -5173.5251 eV
Multiplicity   2
Total charge   +1
F_max   3.0 eV/Å
Energy relative to the best compared isomer or geometry (same formula, charge and spin)   56.3 kcal per mole

Last column: natural (NBO) charge in e.
Geometry (Å):
N: 2.58 6.08 2.68  -1.07
H: 3.51 6.37 2.40  0.36
H: 1.96 6.20 1.89  0.35
H: 2.57 5.11 2.94  0.35
C: -0.41 -3.01 -1.92  -0.52
C: -1.60 -1.73 -0.23  0.01
N: -1.40 -2.72 -0.94  0.07
H: 0.56 -2.53 -1.83  0.30
H: -0.83 -2.97 -2.93  0.28
H: -0.17 -4.08 -1.88  0.30
H: -2.43 -1.71 0.48  0.28
H: -1.02 -0.81 -0.33  0.28

Here is a molecular structure, C27H33GeN2OSbW from the Open Molecules 2025 dataset. Energies are from ωB97M-V/def2-TZVPD.

Output
Frontier orbital gap (alpha / beta)   5.94 / 5.94 eV
HOMO level (alpha / beta)   -20.2010 / -20.2011 eV
Electronic energy   -98397.5504 eV
Total charge   +4
F_max   0.2 eV/Å
Energy relative to the best compared isomer or geometry (same formula, charge and spin)   0.0 kcal per mole

Last column: natural (NBO) charge in e.
Geometry (Å):
W: -0.21 -0.92 0.35  1.24
O: -0.26 -2.61 -0.29  -0.60
C: 0.19 -3.29 -1.43  0.33
C: -0.42 -4.49 -1.74  -0.23
C: 0.03 -5.17 -2.86  -0.10
C: 1.07 -4.65 -3.64  -0.14
C: 1.67 -3.45 -3.29  -0.13
C: 1.25 -2.74 -2.16  -0.20
C: 1.94 -1.54 -1.72  0.44
N: 1.57 -0.69 -0.71  -0.57
C: 2.60 0.25 -0.58  -0.12
C: 3.55 -0.02 -1.50  0.02
N: 3.12 -1.12 -2.19  -0.46
H: -1.22 -4.88 -1.13  0.27
H: -0.43 -6.11 -3.14  0.28
H: 1.41 -5.18 -4.51  0.28
H: 2.48 -3.08 -3.91  0.24
H: 2.57 1.04 0.15  0.26
H: 4.49 0.47 -1.71  0.29
H: 3.66 -1.59 -2.91  0.47
C: -3.30 2.44 0.26  -0.64
C: -3.17 1.60 -1.00  -0.68
Sb: -1.12 1.13 -1.41  1.29
C: -0.01 2.95 -1.21  -0.66
C: -0.53 3.95 -2.24  -0.65
C: -0.88 0.37 -3.40  -0.66
C: -2.00 0.87 -4.30  -0.64
H: -4.35 2.65 0.44  0.28
H: -2.80 3.41 0.17  0.24
H: -2.90 1.93 1.14  0.19
H: -3.50 2.13 -1.89  0.28
H: -3.72 0.66 -0.95  0.25
H: 1.04 2.70 -1.37  0.24
H: -0.14 3.29 -0.18  0.25
H: -0.38 3.61 -3.26  0.23
H: 0.02 4.89 -2.12  0.28
H: -1.59 4.18 -2.09  0.23
H: -0.85 -0.72 -3.34  0.24
H: 0.11 0.72 -3.72  0.25
H: -2.98 0.50 -3.99  0.23
H: -1.82 0.51 -5.31  0.28
H: -2.04 1.96 -4.35  0.23
Ge: 1.51 -1.12 2.30  1.19
C: 2.33 0.13 3.39  -0.61
C: 3.22 -0.40 4.35  -0.12
C: 3.88 0.46 5.20  -0.19
C: 3.65 1.83 5.12  -0.05
C: 2.76 2.36 4.17  -0.21
C: 2.10 1.52 3.31  -0.13
C: -1.20 -0.60 2.04  -0.21
C: -1.33 0.13 3.24  -0.20
C: -2.59 0.29 3.78  -0.13
C: -3.72 -0.27 3.16  -0.05
C: -3.61 -1.00 1.98  -0.16
C: -2.35 -1.18 1.42  -0.29
H: 1.76 -2.60 2.58  -0.06
H: 3.40 -1.46 4.42  0.25
H: 4.57 0.07 5.94  0.28
H: 4.17 2.50 5.79  0.27
H: 2.60 3.43 4.13  0.26
H: 1.40 1.94 2.58  0.20
H: -0.48 0.59 3.71  0.26
H: -2.71 0.87 4.69  0.28
H: -4.69 -0.16 3.62  0.28
H: -4.48 -1.47 1.54  0.28
H: -2.31 -1.89 0.58  0.29